1.
DFT (wB97M-V/def2-TZVPD) results for a structure of composition C2H6N2OS.

Last column: Mulliken charge in e.
Element x y z (Å)
C: -0.38121 2.24820 -0.36632  -0.7873
C: -0.50546 -0.23317 0.13651  0.4771
H: -1.70261 1.70584 -0.50533  0.3395
H: -0.02784 2.73943 0.85707  0.2045
H: -0.03531 3.10152 -1.28944  0.2718
H: -2.43407 -0.45103 0.26488  0.1683
H: -0.99660 -1.95725 0.51650  0.2704
H: 1.78788 -1.93987 0.80055  0.3631
N: -1.67658 0.21379 -0.04036  -0.5386
N: -0.04293 -1.50356 0.72486  -0.2223
O: 1.05321 -2.23893 0.20364  -0.3915
S: 0.77122 0.72819 -0.35538  -0.1551

Cartesian forces, eV/Å:
0.80 3.16 0.20
1.96 -1.34 -0.44
4.44 1.40 0.70
-1.58 -1.15 -4.02
-0.79 -2.69 2.99
0.86 0.67 -0.35
2.45 -1.01 0.76
-0.91 -0.52 -0.71
-2.89 -3.44 1.66
-4.79 0.57 -0.32
0.16 1.48 0.34
0.28 2.86 -0.82

Properties
* frontier orbital gap: 0.349 Ha
* charge: 0
* M: 106.2 g mol⁻¹
* LUMO level: 0.64 eV
* HOMO level: -8.9 eV
* energy relative to the best compared isomer or geometry (same formula, charge and spin): 150.6 kcal per mole

---

2.
DFT (wB97M-V/def2-TZVPD) results for a cluster of 7 separate species, H14O7 in total.

Last column: Mulliken charge in e.
Element x y z (Å)
O: -3.97531 1.47318 -3.98037  -0.6390
H: -3.97643 1.29533 -4.92090  0.3194
H: -3.30310 0.89065 -3.62678  0.3196
O: 4.39266 -3.43005 2.89272  -0.6410
H: 3.95411 -3.65744 3.71260  0.3203
H: 5.19311 -2.98137 3.16512  0.3209
O: -1.63058 3.42859 2.50960  -0.6380
H: -1.96697 4.18322 2.02628  0.3221
H: -0.82409 3.74459 2.91697  0.3173
O: 4.03213 1.79565 -3.28215  -0.6379
H: 3.41777 2.44816 -3.61835  0.3170
H: 3.60531 0.95542 -3.44967  0.3209
O: 2.57362 -4.45400 -2.64187  -0.6379
H: 1.82117 -3.88648 -2.47462  0.3193
H: 2.58787 -5.05855 -1.89989  0.3186
O: -6.04709 1.44236 3.77726  -0.6397
H: -5.19231 1.62109 3.38530  0.3222
H: -5.91875 1.59606 4.71328  0.3167
O: 0.40213 -0.54951 -0.11663  -0.6444
H: 1.00497 -0.91165 0.53273  0.3228
H: -0.15021 0.05475 0.37938  0.3207

Cartesian forces, eV/Å:
-0.12 0.16 0.11
-0.04 -0.02 -0.25
0.17 -0.14 0.14
-0.11 -0.03 -0.21
-0.14 -0.09 0.19
0.23 0.12 0.01
-0.10 -0.25 0.02
-0.13 0.18 -0.16
0.21 0.05 0.13
0.21 0.06 0.08
-0.13 0.19 -0.07
-0.08 -0.26 0.00
0.13 0.00 -0.20
-0.19 0.18 0.02
0.05 -0.16 0.18
-0.21 -0.07 -0.09
0.23 0.05 -0.15
0.00 0.03 0.24
-0.02 -0.08 -0.25
0.20 -0.11 0.14
-0.18 0.19 0.10

Properties
* frontier orbital gap: 0.436 Ha
* charge: 0
* M: 126.1 g mol⁻¹
* LUMO level: 0.40 eV
* HOMO level: -11.5 eV
* energy relative to the best compared isomer or geometry (same formula, charge and spin): 52.9 kcal per mole
* structure (SMILES): O.O.O.O.O.O.O

---

3.
DFT (wB97M-V/def2-TZVPD) results for the molecule C9H9NO.

Last column: Mulliken charge in e.
Element x y z (Å)
C: -0.23304 -3.20108 -1.13857  -1.2338
C: -0.01799 -1.89603 -0.31698  0.6241
C: 0.56552 -1.63122 0.88318  -0.7932
C: 0.57112 -0.24591 0.99719  0.3823
C: 0.73966 0.77308 1.97971  -0.5459
C: 0.45900 2.15511 1.65815  -0.6786
C: -0.21202 2.48844 0.40187  -0.4349
C: -0.33569 1.58255 -0.51896  0.0842
C: 0.02605 0.25006 -0.16173  1.0168
H: 0.30191 -4.04665 -0.72915  0.3519
H: -1.39456 -3.33919 -1.21118  0.2395
H: 0.09207 -3.20242 -2.13147  0.3626
H: 1.22708 -2.33825 1.49829  0.2645
H: 1.07295 0.67093 3.01254  0.3296
H: 0.38805 2.89384 2.50045  0.2747
H: -0.74048 3.47228 0.42792  0.3276
H: -0.56483 2.96129 -1.99883  0.2494
H: -0.79347 1.38071 -2.37550  0.2176
N: -0.84870 2.02588 -1.69099  -0.5873
O: -0.30261 -0.75342 -1.08594  -0.4511

Cartesian forces, eV/Å:
-2.53 1.00 2.12
0.83 -1.78 -2.73
1.26 -2.83 0.00
-0.71 3.78 0.88
0.49 2.81 0.11
-1.81 -2.02 -0.04
1.58 3.27 6.73
0.44 -2.19 -0.78
-1.06 0.87 -3.12
-0.40 -0.22 0.70
2.13 -0.25 0.35
0.64 0.90 -1.62
-1.75 0.94 -0.92
0.07 -0.72 -0.36
0.51 -0.81 -0.99
0.80 -0.80 -0.75
-0.15 -0.82 0.45
-0.04 -2.29 -3.03
-0.89 1.87 -0.03
0.60 -0.71 3.03

Properties
* frontier orbital gap: 0.320 Ha
* charge: 0
* M: 147.2 g mol⁻¹
* LUMO level: 0.94 eV
* HOMO level: -7.8 eV
* energy relative to the best compared isomer or geometry (same formula, charge and spin): 56.4 kcal per mole
* structure (SMILES): Cc1cc2cccc(N)c2o1